Record 1
Density functional theory data (ωB97M-V with the def2-TZVPD basis set) for a 4-piece molecular cluster, C33H36BrClF9NO9S overall.

ORCA input file:
```
! wB97M-V def2-TZVPD RIJCOSX def2/J DEFGRID3
* xyz 0 1
C 1.898 -1.050 2.937
C 2.362 -1.035 1.670
N 1.700 -1.558 0.490
C 2.005 -2.928 0.283
C 3.012 -3.311 -0.588
Br 4.004 -1.907 -1.449
C 3.322 -4.624 -0.830
C 2.628 -5.634 -0.204
C 1.619 -5.294 0.680
C 1.327 -3.972 0.904
S 0.003 -3.487 2.003
C -0.631 -2.075 1.091
C -1.975 -1.826 1.046
C -2.481 -0.759 0.320
C -4.001 -0.625 0.337
Cl -4.613 1.051 0.544
C -4.607 -1.368 -0.893
C -5.191 -2.721 -0.401
C -1.571 0.045 -0.371
C -2.052 1.210 -1.234
O -2.906 0.775 -2.297
C -2.182 -0.066 -3.185
C -0.202 -0.212 -0.296
C 0.838 0.643 -1.009
C 1.042 2.000 -0.313
O 1.439 2.976 -0.907
O 0.765 2.023 1.039
C 0.302 -1.280 0.437
H 0.916 -0.681 3.241
H 2.530 -1.497 3.710
H 3.361 -0.618 1.505
H 4.122 -4.871 -1.524
H 2.805 -6.691 -0.371
H 1.027 -6.048 1.193
H -2.641 -2.490 1.595
H -4.337 -1.177 1.220
H -5.396 -0.810 -1.401
H -3.784 -1.644 -1.556
H -5.776 -2.570 0.516
H -4.387 -3.423 -0.132
H -5.785 -3.227 -1.169
H -1.228 1.758 -1.713
H -2.569 1.952 -0.620
H -1.098 0.101 -3.142
H -2.499 0.098 -4.220
H -2.338 -1.125 -2.923
H 1.817 0.149 -1.023
H 0.568 0.858 -2.045
H -0.064 2.487 1.212
C 8.608 1.964 -0.071
C 9.331 0.680 0.274
O 8.541 -0.136 1.159
C 7.598 -0.873 0.583
O 7.357 -0.908 -0.587
C 6.877 -1.717 1.642
F 6.574 -1.000 2.734
F 7.643 -2.741 2.047
F 5.740 -2.227 1.176
H 8.322 2.497 0.836
H 9.245 2.610 -0.675
H 7.693 1.762 -0.629
H 10.252 0.904 0.811
H 9.604 0.119 -0.619
C -11.573 -1.242 2.817
C -10.125 -1.182 3.253
O -9.503 -2.478 3.160
C -9.080 -2.835 1.954
O -9.175 -2.181 0.958
C -8.402 -4.208 2.024
F -9.108 -5.082 2.752
F -7.184 -4.124 2.586
F -8.234 -4.750 0.819
H -12.113 -2.000 3.387
H -12.057 -0.277 2.966
H -11.656 -1.512 1.764
H -10.063 -0.891 4.300
H -9.562 -0.448 2.678
C 2.599 5.914 -1.218
C 3.992 6.504 -1.244
O 4.478 6.630 -2.594
C 4.064 7.697 -3.265
O 3.333 8.546 -2.849
C 4.701 7.714 -4.661
F 4.649 6.510 -5.247
F 5.993 8.070 -4.592
F 4.090 8.577 -5.470
H 2.574 4.966 -1.752
H 2.273 5.747 -0.192
H 1.883 6.577 -1.705
H 4.687 5.838 -0.733
H 4.033 7.466 -0.733
*
```

- HOMO (eV) = -8.1
- lowest unoccupied orbital energy (eV) = 0.321
- SMILES string = C=CN1c2c(Br)cccc2Sc2cc([C@@H](Cl)CC)c(COC)c(CC(=O)O)c21.CCOC(=O)C(F)(F)F.CCOC(=O)C(F)(F)F.CCOC(=O)C(F)(F)F

Record 2
Density functional theory data (ωB97M-V with the def2-TZVPD basis set) for a 11-piece molecular cluster, C33H36F8O33 overall.

ORCA input file:
```
! wB97M-V def2-TZVPD RIJCOSX def2/J DEFGRID3
* xyz 0 1
O -1.153 -4.562 -3.099
C -1.226 -3.460 -3.614
O -0.654 -3.277 -4.780
C -0.904 -1.952 -5.209
C -1.808 -1.335 -4.175
F -2.824 -0.934 -4.869
O -2.126 -2.444 -3.409
H -0.048 -1.318 -5.438
H -1.427 -2.132 -6.148
H -1.427 -0.525 -3.552
O 0.760 5.148 -0.064
C -0.123 5.609 0.665
O -1.121 6.363 0.213
C -2.003 6.646 1.216
C -1.126 6.417 2.466
F -1.850 5.970 3.495
O -0.238 5.452 1.968
H -2.366 7.661 1.056
H -2.837 5.946 1.254
H -0.491 7.226 2.827
O -2.743 3.170 1.026
C -2.713 2.214 1.770
O -2.662 0.946 1.434
C -3.013 0.132 2.575
C -2.839 1.101 3.697
F -1.612 0.891 4.174
O -2.794 2.343 3.129
H -4.005 -0.256 2.344
H -2.376 -0.748 2.659
H -3.524 0.986 4.537
O 0.525 -5.691 4.083
C 1.090 -5.435 3.014
O 0.529 -5.397 1.782
C 1.612 -5.158 0.882
C 2.809 -4.807 1.698
F 3.123 -3.512 1.575
O 2.312 -4.909 3.016
H 1.765 -6.089 0.336
H 1.358 -4.242 0.350
H 3.688 -5.447 1.622
O 1.584 0.940 -3.881
C 2.342 -0.005 -3.753
O 2.350 -0.873 -2.709
C 3.613 -1.531 -2.760
C 3.901 -1.619 -4.278
F 3.451 -2.686 -4.919
O 3.213 -0.451 -4.706
H 4.319 -0.797 -2.372
H 3.723 -2.423 -2.144
H 4.979 -1.581 -4.432
O 5.941 2.477 -3.424
C 4.895 3.159 -3.322
O 3.809 3.123 -4.149
C 2.976 4.179 -3.826
C 3.339 4.657 -2.465
F 2.531 4.136 -1.533
O 4.698 4.119 -2.333
H 3.156 4.972 -4.552
H 1.949 3.821 -3.753
H 3.409 5.739 -2.348
O 4.579 0.562 -0.124
C 3.974 1.121 0.794
O 3.591 0.424 1.918
C 2.775 1.336 2.701
C 3.108 2.705 2.153
F 4.166 3.201 2.760
O 3.581 2.418 0.807
H 1.806 0.950 2.386
H 2.834 1.253 3.786
H 2.298 3.431 2.081
O -5.450 -3.963 -1.022
C -4.312 -4.158 -0.562
O -3.418 -3.121 -0.403
C -2.310 -3.574 0.264
C -2.652 -4.956 0.669
F -3.065 -4.988 1.943
O -3.675 -5.294 -0.240
H -1.462 -3.413 -0.402
H -2.073 -2.851 1.044
H -1.849 -5.690 0.602
O 0.567 0.336 6.150
C 1.051 -0.509 5.324
O 1.997 -1.377 5.677
C 1.922 -2.379 4.737
C 1.291 -1.800 3.519
O 0.511 -0.754 4.063
H 2.899 -2.812 4.526
H 1.421 -3.201 5.249
H 0.632 -2.545 3.073
H 2.055 -1.457 2.821
O 0.044 -1.725 0.262
C 0.038 -0.577 -0.142
O 1.012 0.276 0.178
C 0.842 1.412 -0.605
C -0.591 1.273 -1.144
O -0.769 -0.092 -1.088
H 1.008 2.253 0.068
H 1.555 1.496 -1.426
H -0.583 1.511 -2.207
H -1.450 1.770 -0.692
O -3.521 1.221 -2.649
C -4.385 0.790 -1.904
O -5.103 1.614 -1.160
C -5.887 0.873 -0.272
C -5.613 -0.588 -0.569
O -4.732 -0.518 -1.703
H -5.661 1.253 0.725
H -6.954 1.044 -0.416
H -6.563 -1.097 -0.731
H -5.195 -1.030 0.336
*
```

- HOMO (eV) = -10.8
- lowest unoccupied orbital energy (eV) = 0.191
- SMILES string = O=C1OC[C@@H](F)O1.O=C1OC[C@@H](F)O1.O=C1OC[C@@H](F)O1.O=C1OC[C@@H](F)O1.O=C1OC[C@@H](F)O1.O=C1OC[C@@H](F)O1.O=C1OC[C@@H](F)O1.O=C1OC[C@@H](F)O1.O=C1OCCO1.O=C1OCCO1.O=C1OCCO1

Record 3
Density functional theory data (ωB97M-V with the def2-TZVPD basis set) for C33H37AsBN6SSr as an isolated structure.

ORCA input file:
```
! wB97M-V def2-TZVPD RIJCOSX def2/J DEFGRID3
* xyz 1 1
Sr 0.000 0.000 0.380
C -1.373 -2.382 -4.989
C -1.312 -2.273 -3.509
C -1.825 -3.162 -2.578
C -1.508 -2.611 -1.323
N -0.839 -1.451 -1.507
N -0.726 -1.257 -2.842
B 0.000 -0.001 -3.399
N -0.726 1.257 -2.841
N -0.841 1.450 -1.506
C -1.510 2.610 -1.323
C -1.824 3.162 -2.578
C -1.310 2.274 -3.508
C -1.370 2.385 -4.989
C -1.809 3.120 0.022
C -1.410 2.430 1.173
C -1.694 2.911 2.429
C -2.384 4.095 2.612
C -2.785 4.790 1.483
C -2.504 4.315 0.212
N 1.452 0.000 -2.841
N 1.675 -0.002 -1.506
C 3.015 -0.002 -1.322
C 3.650 0.001 -2.577
C 2.624 0.002 -3.508
C 2.750 0.005 -4.989
C 3.606 -0.005 0.023
C 4.989 -0.008 0.213
C 5.540 -0.011 1.484
C 4.738 -0.012 2.613
C 3.367 -0.008 2.429
C 2.809 -0.004 1.173
C -1.805 -3.122 0.022
C -2.498 -4.319 0.211
C -2.775 -4.797 1.481
C -2.374 -4.103 2.611
C -1.687 -2.917 2.429
C -1.406 -2.434 1.174
H -1.897 -3.291 -5.262
H -1.900 -1.532 -5.412
H -0.372 -2.413 -5.410
H -2.349 -4.070 -2.800
H 0.000 0.001 -4.570
H -2.347 4.071 -2.799
H -1.893 3.296 -5.261
H -0.368 2.416 -5.408
H -1.897 1.536 -5.413
H -0.871 1.507 1.194
H -1.355 2.325 3.295
H -2.605 4.468 3.603
H -3.323 5.717 1.598
H -2.832 4.884 -0.644
H 4.699 0.002 -2.799
H 3.801 0.006 -5.260
H 2.279 -0.877 -5.412
H 2.277 0.888 -5.409
H 5.645 -0.007 -0.643
H 6.612 -0.014 1.599
H 5.170 -0.015 3.604
H 2.689 -0.006 3.295
H 1.740 0.000 1.194
H -2.826 -4.888 -0.645
H -3.312 -5.725 1.596
H -2.592 -4.478 3.602
H -1.348 -2.330 3.295
H -0.870 -1.509 1.196
C 0.899 -1.555 5.234
As -0.001 -0.001 4.567
C -1.797 -0.003 5.234
C 0.895 1.555 5.233
S -0.001 -0.001 2.621
H 0.855 -1.480 6.314
H 1.951 -1.599 4.920
H 0.415 -2.490 4.918
H -1.710 -0.003 6.314
H -2.362 -0.891 4.920
H -2.363 0.884 4.920
H 0.852 1.481 6.314
H 0.408 2.488 4.918
H 1.946 1.602 4.918
*
```

- HOMO (eV) = -10.5
- lowest unoccupied orbital energy (eV) = -2.028
- energy above the lowest of the compared OMol25 structures with the same formula, charge and spin (kcal/mol) = 22.9

Record 4
Density functional theory data (ωB97M-V with the def2-TZVPD basis set) for C33H37B2LuN7O2P as an isolated structure.

ORCA input file:
```
! wB97M-V def2-TZVPD RIJCOSX def2/J DEFGRID3
* xyz 0 1
Lu -0.216 0.522 -0.216
C 3.610 -0.511 -1.757
C 3.071 0.523 -0.992
N 2.167 0.057 -0.133
N 2.097 -1.281 -0.342
C 2.947 -1.637 -1.317
B 1.162 -2.246 0.443
N -0.183 -2.392 -0.336
C -0.442 -3.235 -1.345
C -1.747 -3.041 -1.755
C -2.216 -2.015 -0.937
N -1.274 -1.635 -0.073
N 0.872 -1.642 1.823
C 1.084 -2.215 3.019
C 0.703 -1.324 4.000
C 0.257 -0.203 3.294
N 0.365 -0.403 1.987
H 4.353 -0.440 -2.533
H 3.315 1.574 -1.013
H 3.037 -2.663 -1.633
H 1.683 -3.316 0.557
H 0.303 -3.923 -1.709
H -2.276 -3.555 -2.539
H -3.192 -1.555 -0.906
H 1.490 -3.210 3.095
H 0.744 -1.461 5.066
H -0.129 0.729 3.677
N 0.153 0.124 -2.330
P -0.081 1.368 -3.199
C -1.731 2.179 -3.065
C -1.993 3.533 -3.234
C -3.302 3.995 -3.218
C -4.353 3.108 -3.030
C -4.098 1.755 -2.850
C -2.793 1.294 -2.876
C 0.002 1.101 -5.006
C 0.399 -0.170 -5.409
C 0.458 -0.491 -6.758
C 0.116 0.461 -7.707
C -0.281 1.731 -7.308
C -0.340 2.053 -5.962
C 1.099 2.738 -2.883
C 2.244 2.904 -3.655
C 3.255 3.758 -3.234
C 3.132 4.452 -2.039
C 1.986 4.303 -1.268
C 0.979 3.448 -1.686
H -1.174 4.233 -3.361
H -3.505 5.049 -3.364
H -5.374 3.472 -3.022
H -4.917 1.068 -2.678
H -2.568 0.241 -2.749
H 0.651 -0.887 -4.635
H 0.766 -1.482 -7.067
H 0.159 0.214 -8.761
H -0.551 2.470 -8.053
H -0.649 3.045 -5.653
H 2.347 2.355 -4.584
H 4.144 3.881 -3.840
H 3.925 5.109 -1.707
H 1.876 4.854 -0.342
H 0.065 3.359 -1.095
C -2.585 5.051 0.469
C -2.475 3.934 1.510
C -2.125 4.529 2.863
O -1.410 3.068 1.071
B -1.946 1.938 0.415
O -3.320 1.957 0.573
C -3.705 2.979 1.509
C -5.010 3.612 1.055
C -3.909 2.278 2.854
H -1.601 5.507 0.349
H -3.293 5.820 0.783
H -2.890 4.643 -0.495
H -1.268 5.194 2.750
H -1.864 3.754 3.582
H -2.963 5.109 3.255
H -4.940 3.983 0.034
H -5.282 4.437 1.716
H -5.799 2.860 1.091
H -2.973 1.824 3.184
H -4.637 1.480 2.712
H -4.274 2.963 3.620
*
```

- HOMO (eV) = -7.8
- lowest unoccupied orbital energy (eV) = 0.715
- energy above the lowest of the compared OMol25 structures with the same formula, charge and spin (kcal/mol) = 7.3

Record 5
Density functional theory data (ωB97M-V with the def2-TZVPD basis set) for C33H37BrINO4Si2Sr as an isolated structure.

ORCA input file:
```
! wB97M-V def2-TZVPD RIJCOSX def2/J DEFGRID3
* xyz -2 1
Sr 0.237 -0.632 0.114
C -2.255 1.194 5.610
C -1.361 1.119 4.366
C -1.013 2.523 3.871
C -2.016 0.251 3.312
C -2.938 0.756 2.401
C -3.593 -0.079 1.508
C -3.356 -1.447 1.498
C -4.113 -2.366 0.581
C -2.411 -1.952 2.385
C -1.752 -1.117 3.275
H -1.775 1.785 6.395
H -2.464 0.197 6.003
H -3.209 1.667 5.363
H -0.432 0.616 4.653
H -1.913 3.097 3.642
H -0.392 2.459 2.978
H -0.462 3.068 4.643
H -3.142 1.820 2.373
H -4.290 0.344 0.793
H -4.884 -2.910 1.133
H -3.445 -3.098 0.127
H -4.592 -1.807 -0.222
H -2.193 -3.015 2.378
H -1.014 -1.538 3.950
C 4.219 0.542 -1.536
Si 2.448 -0.126 -1.997
C 2.892 -1.665 -3.101
C 1.982 1.180 -3.372
C 2.836 1.304 -4.476
C 2.590 2.181 -5.522
C 1.447 2.969 -5.487
C 0.592 2.866 -4.400
C 0.830 1.995 -3.327
Si -0.475 1.990 -1.871
C -0.660 3.908 -1.557
C -2.097 1.658 -2.894
H 4.887 0.659 -2.400
H 4.714 -0.118 -0.814
H 4.117 1.523 -1.060
H 3.610 -1.464 -3.908
H 1.974 -2.049 -3.560
H 3.297 -2.471 -2.481
H 3.735 0.692 -4.525
H 3.280 2.250 -6.359
H 1.226 3.658 -6.298
H -0.301 3.488 -4.387
H -0.747 4.494 -2.482
H 0.209 4.282 -1.007
H -1.546 4.116 -0.946
H -2.396 2.485 -3.554
H -2.931 1.452 -2.214
H -1.957 0.765 -3.513
I 6.384 0.406 6.744
C 4.848 0.320 5.252
C 5.006 -0.533 4.173
C 3.963 -0.658 3.269
C 2.788 0.069 3.430
C 2.670 0.936 4.508
C 3.690 1.053 5.441
C 1.661 -0.108 2.426
O 1.118 0.913 1.957
O 1.364 -1.294 2.137
H 5.928 -1.082 4.033
H 4.051 -1.325 2.420
H 1.774 1.535 4.611
H 3.591 1.717 6.289
Br -1.504 -6.370 -4.987
C -2.118 -4.757 -4.150
C -3.296 -4.191 -4.598
N -3.782 -3.073 -4.059
C -3.086 -2.516 -3.070
C -1.900 -3.027 -2.557
C -1.392 -4.192 -3.126
C -1.168 -2.342 -1.424
O -1.667 -1.284 -0.969
O -0.109 -2.865 -1.016
H -3.864 -4.632 -5.407
H -3.480 -1.596 -2.655
H -0.465 -4.604 -2.751
*
```

- HOMO (eV) = 0.0
- lowest unoccupied orbital energy (eV) = 3.109
- energy above the lowest of the compared OMol25 structures with the same formula, charge and spin (kcal/mol) = 13.2

So what do the calculations give for electronic energy? Going down the list: -172578.708, -124110.766, -116944.549, -93615.013, -139240.861 eV.